(1)
Below is a cluster of 2 separate species, C7H9NOS in total, with properties calculated with ωB97M-V with the def2-TZVPD basis set.

```
19
C7H9NOS | the Open Molecules 2025 dataset | ωB97M-V with the def2-TZVPD basis set
C -0.014 -0.409 1.852
C -1.541 0.941 2.418
C 0.150 0.652 1.071
C -1.994 -2.471 -3.193
C -1.375 -1.934 -1.902
C 2.525 1.412 0.345
C 1.044 1.077 0.018
N -1.089 -0.228 2.738
O -0.879 1.576 1.472
S -0.212 -2.488 -2.962
H 0.538 -1.304 1.927
H -2.378 1.542 2.744
H -2.512 -3.426 -2.990
H -2.494 -1.662 -3.798
H 1.258 0.246 -0.808
H 2.442 2.182 1.247
H 3.003 1.884 -0.407
H 3.136 0.529 0.727
H 0.393 1.882 -0.499
```

ΔE to the lowest compared entry with this formula, charge and spin: 26.2 kcal per mole
Expectation value of S²: 2.01
Orbital gap (spin up / spin down): 8.1 / 7.1 eV
Multiplicity: 3
Highest occupied orbital energy (spin up / spin down): -7.467 / -9.123 eV


(2)
Below is a structure of composition C20H20N6O7V, with properties calculated with ωB97M-V with the def2-TZVPD basis set.

```
54
C20H20N6O7V | the Open Molecules 2025 dataset | ωB97M-V with the def2-TZVPD basis set
O 1.947 0.245 0.617
V 0.375 -0.021 0.690
N 0.312 2.685 2.911
O 0.233 1.744 2.092
O -0.413 2.571 3.895
O 1.034 3.656 2.807
N -0.009 -2.838 -1.164
O 0.219 -1.778 -0.640
O -0.313 -3.826 -0.531
O -0.148 -2.806 -2.385
N -1.831 -0.360 1.134
C -2.417 0.049 2.350
C -3.785 0.089 2.611
C -4.657 -0.385 1.634
C -4.163 -0.809 0.423
C -2.761 -0.774 0.209
H -1.705 0.303 3.121
H -4.188 0.459 3.542
H -5.703 -0.530 1.859
H -4.819 -1.131 -0.373
H -2.349 -1.209 -0.689
N 0.585 -1.475 2.528
C 1.367 -1.271 3.665
C 1.455 -2.186 4.760
C 0.755 -3.387 4.738
C 0.097 -3.687 3.584
C 0.043 -2.741 2.549
H 1.831 -0.310 3.832
H 1.943 -1.849 5.663
H 0.910 -4.130 5.507
H -0.399 -4.638 3.457
H -0.588 -3.079 1.741
N 2.695 0.500 -2.123
C 2.159 -0.153 -3.155
C 2.541 -0.051 -4.465
C 3.474 0.925 -4.834
C 3.854 1.755 -3.764
C 3.555 1.499 -2.454
H 1.464 -0.958 -2.965
H 2.147 -0.640 -5.280
H 3.812 0.974 -5.858
H 4.546 2.560 -3.962
H 4.028 2.155 -1.738
N -0.249 1.168 -1.077
C -0.931 0.810 -2.213
C -1.334 1.705 -3.220
C -0.990 3.032 -3.129
C -0.158 3.427 -2.108
C 0.159 2.484 -1.122
H -1.305 -0.201 -2.273
H -1.805 1.359 -4.128
H -1.400 3.706 -3.866
H 0.186 4.451 -2.113
H 0.693 2.913 -0.287
```

ΔE to the lowest compared entry with this formula, charge and spin: 14.6 kcal per mole
Expectation value of S²: 0.80
Orbital gap (spin up / spin down): 8.0 / 8.1 eV
Multiplicity: 2
Highest occupied orbital energy (spin up / spin down): -8.781 / -8.788 eV


(3)
Below is a structure of composition C5H11NO, with properties calculated with ωB97M-V with the def2-TZVPD basis set.

```
18
C5H11NO | the Open Molecules 2025 dataset | ωB97M-V with the def2-TZVPD basis set
C -0.176 -0.499 -0.203
C -1.186 0.345 0.375
C 1.161 0.666 0.599
C 2.185 0.989 -0.468
N -0.115 -1.828 0.181
C -2.776 -0.294 -0.412
O -3.454 0.435 -1.083
H -0.060 -0.390 -1.281
H 0.564 -2.402 -0.292
H -0.213 -2.018 1.168
H -3.078 -1.369 -0.256
H -1.378 0.195 1.433
H -1.234 1.361 0.003
H 1.551 0.001 1.371
H 0.856 1.574 1.119
H 3.027 1.561 -0.069
H 1.740 1.596 -1.261
H 2.585 0.079 -0.922
```

ΔE to the lowest compared entry with this formula, charge and spin: 86.7 kcal per mole
Orbital gap: 8.5 eV
Highest occupied orbital energy: -7.549 eV


(4)
Below is a cluster of 2 separate species, C15H26BrF5NO5P in total, with properties calculated with ωB97M-V with the def2-TZVPD basis set.

```
54
C15H26BrF5NO5P | the Open Molecules 2025 dataset | ωB97M-V with the def2-TZVPD basis set
O 0.890 -1.695 1.749
C 0.661 -1.950 0.597
C -0.057 -3.191 0.010
C 0.515 -3.435 -1.396
C -0.431 -3.966 -2.504
C -1.532 -4.952 -2.055
C -2.810 -4.291 -1.534
Br -4.268 -5.609 -1.545
C 1.932 -3.995 -1.488
F 2.409 -3.932 -2.755
F 2.806 -3.271 -0.750
C 2.090 -5.499 -1.022
F 0.992 -5.994 -0.453
F 2.504 -6.266 -2.031
F 3.064 -5.578 -0.097
C 0.692 -1.904 -1.764
N 0.986 -1.196 -0.520
H -1.035 -2.755 -0.239
H -0.190 -4.045 0.667
H 0.183 -4.510 -3.227
H -0.916 -3.172 -3.071
H -1.822 -5.520 -2.945
H -1.209 -5.692 -1.323
H -2.701 -4.039 -0.482
H -3.110 -3.400 -2.081
H -0.287 -1.494 -2.030
H 1.386 -1.674 -2.569
H 1.908 -0.786 -0.450
C 0.087 4.896 -1.669
C 0.977 4.071 -0.757
O 0.612 4.216 0.611
P -0.686 3.415 1.212
O -0.593 2.057 0.602
O -0.178 3.082 2.741
C -0.471 1.812 3.338
C 0.774 0.951 3.382
O -1.501 4.722 1.716
C -0.826 5.765 2.438
C -0.847 7.041 1.627
H -0.969 4.678 -1.493
H 0.318 4.694 -2.715
H 0.232 5.962 -1.490
H 0.965 3.022 -1.056
H 2.010 4.411 -0.842
H -1.272 1.305 2.800
H -0.828 2.003 4.352
H 1.251 0.889 2.406
H 0.538 -0.057 3.718
H 1.507 1.383 4.068
H 0.193 5.491 2.694
H -1.369 5.906 3.374
H -0.468 6.869 0.621
H -0.239 7.810 2.105
H -1.867 7.417 1.526
```

Orbital gap: 10.2 eV
Highest occupied orbital energy: -9.890 eV
SMILES: O=C1C[C@](CCCBr)(C(F)(F)C(F)(F)F)CN1.CCOP(=O)(OCC)OCC


| no. | strongest force on any atom (eV Å⁻¹) |
| --- | --- |
| 1 | 6.2 |
| 2 | 6.6 |
| 3 | 6.5 |
| 4 | 6.7 |